The following is a quantum chemistry calculation of a 4-piece molecular cluster, C39H72N4O8S overall, from the OMol25 dataset.

Each line ends with the Löwdin charge.
Element x y z (Å)
1 C 6.5445 -2.7012 2.6221  -0.122
2 O 6.4650 -3.4321 1.3475  -0.250
3 C 5.0745 -3.5586 0.8717  -0.218
4 C 4.7598 -2.4435 -0.3214  -0.170
5 C 3.1693 -2.5378 -0.8049  -0.209
6 C 2.2796 -1.9436 0.4372  -0.234
7 C 0.6925 -1.7545 0.0741  -0.239
8 C -0.1040 -3.1317 -0.3177  -0.213
9 C -1.6687 -2.8328 -0.8274  -0.176
10 C -2.4431 -1.8282 0.2639  -0.219
11 N -3.9387 -1.7827 0.0856  -0.113
12 C -4.6352 -3.0670 0.4658  -0.116
13 C -3.9294 -4.3876 1.1660  -0.006
14 C -4.8013 -5.7680 1.5257  -0.063
15 C -6.4078 -5.8758 1.2179  -0.085
16 C -7.1443 -4.5814 0.5322  -0.066
17 C -6.2758 -3.2224 0.1762  -0.360
18 S -7.0822 -1.6585 -0.5720  0.799
19 C -6.2149 -0.2780 0.4270  -0.309
20 C -6.9760 1.0447 1.0276  -0.165
21 O -8.4157 1.2651 0.8252  -0.079
22 C -6.1419 2.1750 1.9357  -0.029
23 C -4.5446 1.9395 2.2189  -0.068
24 C -3.8243 0.6005 1.5904  -0.028
25 C -4.5835 -0.5529 0.6785  -0.105
26 H 7.0288 -3.4167 3.4351  0.104
27 H 5.5175 -2.3485 3.0589  0.096
28 H 7.2334 -1.7618 2.5129  0.086
29 H 4.2763 -3.5529 1.7306  0.111
30 H 4.9619 -4.6188 0.3359  0.137
31 H 4.9016 -1.3457 0.1054  0.111
32 H 5.4512 -2.5994 -1.2643  0.118
33 H 2.9481 -1.8413 -1.7486  0.129
34 H 2.8089 -3.6385 -0.9940  0.106
35 H 2.7012 -0.8480 0.6535  0.115
36 H 2.3699 -2.5324 1.4442  0.107
37 H 0.5291 -1.0021 -0.8344  0.130
38 H 0.1949 -1.2290 1.0230  0.105
39 H 0.4880 -3.6262 -1.2241  0.110
40 H -0.0879 -3.8879 0.6052  0.119
41 H -2.2640 -3.8407 -1.0047  0.106
42 H -1.5790 -2.3221 -1.8993  0.122
43 H -1.9152 -0.7699 0.0992  0.126
44 H -2.0948 -2.1691 1.3487  0.132
45 H -2.7794 -4.4025 1.4042  0.076
46 H -4.2919 -6.7128 2.0335  0.086
47 H -7.0858 -6.8146 1.4809  0.090
48 H -8.2995 -4.5626 0.3083  0.090
49 H -8.6268 2.1243 1.3286  0.120
50 H -6.6529 3.1177 2.4135  0.085
51 H -3.8752 2.6740 2.8782  0.094
52 H -2.6627 0.4702 1.8333  0.081
53 C 9.9817 3.7964 4.9254  -0.115
54 O 10.6309 3.8119 3.6622  -0.201
55 C 11.1661 2.5357 3.2906  -0.204
56 C 10.3955 1.9602 2.0922  -0.205
57 N 9.0398 1.5527 2.4766  -0.055
58 C 8.1825 1.2176 1.3328  -0.200
59 C 7.8343 2.3583 0.3557  -0.209
60 O 7.0060 3.3717 0.9263  -0.192
61 C 7.7170 4.3980 1.6068  -0.105
62 H 9.7259 4.8264 5.1893  0.090
63 H 9.0589 3.2146 4.8797  0.075
64 H 10.6421 3.3941 5.7009  0.088
65 H 11.1815 1.8306 4.1342  0.122
66 H 12.2026 2.7048 2.9876  0.118
67 H 10.9357 1.0928 1.6992  0.122
68 H 10.3673 2.7309 1.3136  0.102
69 H 8.5991 2.3109 2.9939  0.068
70 H 7.2436 0.8318 1.7493  0.108
71 H 8.6428 0.3951 0.7739  0.117
72 H 7.2424 1.9170 -0.4548  0.120
73 H 8.7184 2.7930 -0.1226  0.109
74 H 8.7005 4.5902 1.1681  0.091
75 H 7.8131 4.1478 2.6650  0.067
76 H 7.1290 5.3182 1.5455  0.088
77 C -9.5260 -3.8038 -8.2314  -0.117
78 O -10.1947 -3.1057 -7.1908  -0.201
79 C -10.0935 -3.7609 -5.9204  -0.205
80 C -9.2305 -2.9311 -4.9571  -0.205
81 N -7.8186 -2.9517 -5.3545  -0.055
82 C -6.9882 -1.9924 -4.6158  -0.194
83 C -7.2864 -0.4944 -4.8264  -0.215
84 O -6.9922 -0.0289 -6.1437  -0.182
85 C -8.0511 -0.1986 -7.0774  -0.101
86 H -9.7653 -3.3130 -9.1790  0.089
87 H -8.4440 -3.7671 -8.0897  0.076
88 H -9.8634 -4.8443 -8.2857  0.086
89 H -9.7161 -4.7896 -6.0129  0.121
90 H -11.1067 -3.8201 -5.5148  0.116
91 H -9.3270 -3.3378 -3.9453  0.120
92 H -9.6227 -1.9078 -4.9565  0.102
93 H -7.7495 -2.7351 -6.3469  0.068
94 H -5.9511 -2.1763 -4.9231  0.120
95 H -7.0473 -2.2226 -3.5461  0.078
96 H -6.6162 0.0627 -4.1613  0.120
97 H -8.3027 -0.2171 -4.5268  0.109
98 H -9.0382 -0.1258 -6.6116  0.089
99 H -7.9429 -1.1531 -7.5960  0.068
100 H -7.9696 0.5889 -7.8320  0.087
101 C 4.5867 3.9796 3.0941  -0.116
102 O 3.3787 4.3820 3.7235  -0.198
103 C 2.9141 5.6627 3.2794  -0.202
104 C 1.6133 5.5113 2.4755  -0.207
105 N 1.8610 4.8785 1.1756  -0.055
106 C 0.6334 4.4953 0.4673  -0.194
107 C -0.2418 3.4038 1.1153  -0.220
108 O 0.3732 2.1155 1.1447  -0.197
109 C 1.2027 1.8858 2.2766  -0.098
110 H 4.9378 3.0668 3.5834  0.094
111 H 4.4188 3.7599 2.0378  0.076
112 H 5.3593 4.7485 3.2003  0.076
113 H 3.6794 6.2059 2.7064  0.123
114 H 2.7009 6.2491 4.1769  0.117
115 H 1.1701 6.4999 2.3176  0.120
116 H 0.9184 4.9138 3.0765  0.100
117 H 2.4229 4.0411 1.3154  0.070
118 H 0.9434 4.1360 -0.5219  0.119
119 H 0.0248 5.3916 0.3026  0.116
120 H -1.1318 3.2901 0.4852  0.118
121 H -0.6118 3.6881 2.1061  0.105
122 H 0.8537 2.4150 3.1681  0.090
123 H 2.2334 2.1625 2.0471  0.071
124 H 1.1973 0.8133 2.4910  0.077

For the gap between HOMO and LUMO, the calculation gives 7.8 eV. Its HOMO energy is -7.75 eV. The SMILES is COCCCCCCCCN1c2ccccc2Sc2c(O)cccc21.COCCNCCOC.COCCNCCOC.COCCNCCOC. The total charge is 0.